{"formula": "C27H45N10O3Zn", "method": "wB97M-V/def2-TZVPD", "species": ["Zn", "C", "N", "C", "C", "N", "C", "C", "N", "C", "C", "N", "C", "N", "C", "C", "C", "N", "C", "H", "H", "H", "H", "H", "H", "H", "H", "H", "H", "H", "H", "H", "H", "H", "H", "H", "H", "H", "H", "H", "H", "H", "H", "C", "C", "O", "H", "H", "H", "O", "C", "N", "C", "O", "C", "C", "C", "C", "N", "C", "H", "H", "H", "H", "H", "H", "H", "H", "N", "C", "N", "C", "C", "C", "C", "C", "H", "H", "H", "H", "H", "H", "H", "H", "H", "H"], "xyz": [[0.05, 0.28, -0.17], [-2.38, -4.05, 1.45], [-2.82, -2.95, 0.62], [-4.27, -2.89, 0.45], [-4.49, -1.53, -0.19], [-3.29, -0.82, 0.20], [-3.20, 0.57, -0.18], [-2.28, -1.68, 0.56], [-1.06, -1.31, 0.76], [-0.06, -2.28, 1.19], [1.28, -1.62, 1.52], [1.69, -0.73, 0.46], [2.86, -0.18, 0.37], [3.99, -0.41, 1.12], [4.29, -1.59, 1.91], [5.14, 0.24, 0.50], [4.51, 1.28, -0.42], [3.15, 0.80, -0.54], [2.21, 1.47, -1.42], [-3.02, -4.90, 1.24], [-2.47, -3.82, 2.52], [-1.36, -4.36, 1.23], [-4.77, -2.96, 1.42], [-4.61, -3.71, -0.18], [-5.38, -1.02, 0.18], [-4.56, -1.59, -1.28], [-3.85, 1.17, 0.46], [-3.52, 0.70, -1.22], [-2.18, 0.94, -0.07], [0.13, -3.02, 0.40], [-0.37, -2.81, 2.09], [1.97, -2.45, 1.69], [1.17, -1.05, 2.46], [3.55, -1.74, 2.69], [5.25, -1.42, 2.40], [4.37, -2.49, 1.30], [5.74, -0.48, -0.06], [5.77, 0.70, 1.27], [4.99, 1.32, -1.40], [4.53, 2.28, 0.02], [2.79, 2.29, -1.87], [1.33, 2.44, 0.23], [1.71, 1.05, -3.28], [0.34, 3.14, -1.52], [0.97, 2.00, -0.71], [1.91, 0.55, -2.48], [1.05, 3.96, -1.69], [-0.52, 3.56, -0.99], [-0.01, 2.80, -2.51], [-3.88, 3.82, -4.73], [-3.38, 2.86, -5.63], [-2.88, 1.80, -4.79], [-2.21, 0.73, -5.29], [-2.03, 0.57, -6.48], [-1.72, -0.25, -4.26], [-1.58, -1.59, -4.62], [-1.09, -2.48, -3.68], [-0.74, -2.00, -2.42], [-0.85, -0.72, -2.08], [-1.33, 0.13, -2.99], [-4.26, 4.55, -5.23], [-2.57, 3.26, -6.25], [-4.17, 2.48, -6.29], [-3.11, 1.90, -3.82], [-1.85, -1.90, -5.62], [-0.96, -3.53, -3.91], [-0.35, -2.66, -1.66], [-1.36, 1.17, -2.69], [-0.48, 1.36, 1.98], [-1.24, 2.08, 2.48], [-2.13, 2.89, 3.00], [-2.36, 4.20, 2.39], [-3.86, 4.52, 2.41], [-4.40, 4.42, 3.84], [-4.11, 3.04, 4.43], [-2.61, 2.74, 4.38], [-1.98, 4.19, 1.38], [-1.82, 4.97, 2.96], [-4.38, 3.81, 1.77], [-4.01, 5.52, 2.01], [-5.47, 4.61, 3.85], [-3.93, 5.18, 4.46], [-4.65, 2.27, 3.86], [-4.44, 2.98, 5.47], [-2.40, 1.72, 4.71], [-2.08, 3.43, 5.03]], "mulliken_charge": [0.38, -1.12, 0.06, -0.75, -0.64, 0.31, -0.65, 0.12, -0.06, -0.77, -1.21, -0.11, 0.42, -0.01, -1.14, -0.67, -0.74, 0.18, -0.87, 0.37, 0.35, 0.42, 0.36, 0.38, 0.40, 0.31, 0.40, 0.27, -0.22, 0.42, 0.49, 0.55, 0.40, 0.39, 0.37, 0.36, 0.35, 0.39, 0.39, 0.32, 0.56, 0.80, 0.35, -1.28, 0.37, -0.49, 0.42, 0.10, 0.27, -0.52, -0.46, -0.06, 0.19, -0.64, 0.29, -0.48, -1.24, -0.12, 0.59, -0.55, 0.31, 0.31, 0.30, 0.18, 0.53, 0.49, 0.20, 0.41, -0.48, 0.21, 0.23, -0.51, -0.50, -0.70, -0.56, -0.78, 0.17, 0.33, 0.21, 0.35, 0.33, 0.32, 0.27, 0.35, 0.42, 0.34], "homo_ev": -10.08, "fmax_ev_per_a": 0.4, "orbital_gap_ha": 0.3073, "lumo_energy_ev": -1.714, "total_charge": 1}